# 1
Entry from the OMol25 dataset: 2 unconnected molecules or ions with the total composition C10H14OSe (ωB97M-V/def2-TZVPD).

Last column: natural (NBO) charge in e.
Atoms and positions in Å:
C: 0.9691 -3.3345 -0.3504  -0.2427
C: 0.0123 -3.1315 0.6234  -0.2036
C: 1.6333 -2.3014 -0.9831  -0.2243
C: -0.5667 -1.8679 0.7450  -0.3242
C: 1.1887 -1.0308 -0.7246  -0.3003
C: 0.0025 -0.8452 0.0082  -0.1040
C: -2.3933 1.1926 0.1459  -0.7204
C: -0.3872 2.4834 -1.7291  -0.2534
C: 1.4489 1.2667 1.7995  -0.7787
C: -0.9606 1.6319 0.4602  0.3158
O: -0.2827 2.4429 -0.2801  -0.5378
Se: -0.3523 1.8029 2.2638  0.3311
H: 1.3668 -4.3437 -0.4988  0.2047
H: -0.4544 -4.1634 0.9895  0.2111
H: 2.6993 -2.4175 -1.4277  0.2130
H: -1.4857 -1.6257 1.1705  0.2059
H: 1.7247 -0.1797 -1.2087  0.1952
H: -2.4094 1.0581 -0.9520  0.2341
H: -3.0934 2.0440 0.2299  0.2180
H: -2.6056 0.3773 0.8891  0.2581
H: 0.1841 3.3315 -1.9639  0.2068
H: -1.3794 2.6148 -2.0009  0.1786
H: -0.0407 1.4903 -2.2379  0.2097
H: 1.7070 1.8490 0.9296  0.2217
H: 2.1614 1.3558 2.7123  0.2386
H: 1.3130 0.3000 1.3903  0.2472

The molecular weight comes out at 229.2 u. For the total energy, the calculation gives -2865.89724 a.u. Its frontier orbital gap (alpha / beta) is 7.60 / 7.26 eV. As for the energy relative to the best compared isomer or geometry (same formula, charge and spin): 92.48 kcal per mole.

# 2
Entry from the OMol25 dataset: 2 unconnected molecules or ions with the total composition H8N6 (ωB97M-V/def2-TZVPD).

Last column: natural (NBO) charge in e.
Atoms and positions in Å:
N: 1.3869 -0.2516 -1.0988  -0.6271
N: -1.9580 -0.5126 -0.6366  -0.6579
N: 0.2383 0.4355 2.0577  -0.6204
N: 1.3172 1.1060 -0.8816  -0.4518
N: -0.9220 -0.5410 0.3154  -0.3174
N: -0.6057 0.5345 1.0285  -0.1357
H: 1.3110 -0.4598 -2.0359  0.3608
H: 2.0271 -0.8252 -0.5896  0.3667
H: -2.5053 -1.3568 -0.5162  0.3577
H: -2.4846 0.3115 -0.3687  0.3650
H: 0.5189 1.2879 2.4581  0.3870
H: 0.9461 -0.3494 1.9898  0.3293
H: 0.7533 1.5049 -1.6847  0.3052
H: -0.0233 -0.8837 -0.0375  0.3388

The molecular weight comes out at 92.1 u. For the total energy, the calculation gives -333.09652 a.u. Its frontier orbital gap (alpha / beta) is 8.91 / 7.00 eV. As for the energy relative to the best compared isomer or geometry (same formula, charge and spin): 61.73 kcal per mole.

# 3
Entry from the OMol25 dataset: a molecular structure, C3H5NO2 (ωB97M-V/def2-TZVPD).

Last column: natural (NBO) charge in e.
Atoms and positions in Å:
N: -2.4191 -0.0029 0.1937  -0.7108
C: -1.1746 0.1070 0.0814  0.7739
O: -0.3851 0.4874 1.1423  -0.4793
C: 0.9190 0.1450 0.7988  -0.1383
C: 0.9433 0.2909 -0.6944  -0.1165
O: -0.4037 -0.1134 -1.0153  -0.5011
H: -2.8423 -0.2690 -0.6920  0.3588
H: 1.0407 -1.1861 0.9215  0.1284
H: 1.5838 -0.3567 1.5051  0.2823
H: 1.0883 1.2998 -1.1029  0.1948
H: 1.6496 -0.4021 -1.1382  0.2077

The molecular weight comes out at 87.1 u. For the total energy, the calculation gives -322.43149 a.u. Its frontier orbital gap is 10.39 eV. As for the energy relative to the best compared isomer or geometry (same formula, charge and spin): 89.64 kcal per mole.

# 4
Entry from the OMol25 dataset: a single C3H3N3O2 molecule (ωB97M-V/def2-TZVPD).

Last column: natural (NBO) charge in e.
Atoms and positions in Å:
C: 0.7315 -1.1928 0.9426  0.3429
N: 1.1684 -1.3342 -0.3058  -0.2432
N: 0.9730 -0.1341 -1.1394  -0.3352
C: -0.2639 0.1591 -1.6063  0.3332
O: -1.4326 -0.1238 -0.8149  -0.4199
N: -1.4950 1.0530 0.0569  -0.1675
C: -0.5975 0.9896 0.9271  0.3904
O: 0.3010 0.0561 1.5040  -0.5191
H: 1.0687 -1.8458 1.6811  0.1936
H: -0.1835 0.5381 -2.7280  0.2270
H: -0.2702 1.8349 1.4828  0.1979

The molecular weight comes out at 113.1 u. For the total energy, the calculation gives -430.64388 a.u. Its frontier orbital gap is 9.91 eV. As for the SMILES: c1nnconco1. As for the energy relative to the best compared isomer or geometry (same formula, charge and spin): 173.88 kcal per mole.

# 5
Entry from the OMol25 dataset: 2 unconnected molecules or ions with the total composition C8H9NOS (ωB97M-V/def2-TZVPD).

Last column: natural (NBO) charge in e.
Atoms and positions in Å:
C: -0.9205 -1.3582 -1.6916  -0.6419
C: -0.9843 -0.5253 -0.4796  -0.0611
C: -2.1615 0.2171 -0.1094  -0.1892
C: -2.3298 0.8896 1.0882  -0.2249
C: -1.2217 0.9781 1.9619  -0.1888
C: -0.0203 0.3363 1.6793  -0.2560
C: 0.0382 -0.3868 0.5069  -0.1489
S: 1.6759 -0.9933 -0.0705  0.5051
O: 2.5699 -0.8166 1.3155  -0.8347
H: -1.6934 -2.2345 -1.4453  0.2387
H: -1.1706 -0.8299 -2.6599  0.2392
H: 0.1451 -1.8402 -1.7305  0.2211
H: -3.0885 0.1861 -0.6584  0.2065
H: -3.2064 1.4324 1.2928  0.2145
H: -1.3136 1.4057 2.9299  0.2094
H: 0.8913 0.3890 2.4133  0.2396
H: 2.8765 0.1101 1.3309  0.4868
C: 3.2309 0.9889 -1.8635  0.0776
N: 3.4041 1.8346 -1.1271  -0.3425
H: 3.2788 0.2169 -2.6828  0.2494

The molecular weight comes out at 167.2 u. For the total energy, the calculation gives -838.34006 a.u. Its frontier orbital gap is 8.83 eV. As for the SMILES: Cc1ccccc1SO.C#N. As for the energy relative to the best compared isomer or geometry (same formula, charge and spin): 65.74 kcal per mole.

# 6
Entry from the OMol25 dataset: a molecular structure, C19H43Cl3OPdSi4 (ωB97M-V/def2-TZVPD).

Last column: Löwdin charge in e.
Atoms and positions in Å:
C: -0.4335 1.6990 -3.0629  -0.2354
C: -0.0708 2.8167 -2.2850  -0.2600
C: -1.0870 3.0722 -1.3366  -0.2383
C: 1.1003 3.6928 -2.5406  -0.0981
C: -2.0836 2.0273 -1.4388  -0.3137
C: -1.6752 1.1677 -2.5526  -0.3212
C: -2.6183 0.3702 -3.3721  -0.1001
C: 0.2088 1.3139 -4.3342  -0.0690
C: -1.2052 4.3087 -0.5496  -0.1600
C: -3.4632 2.1190 -0.9270  -0.1690
Pd: -1.0196 0.2979 -0.5240  0.4852
Cl: 1.9550 1.7483 0.2111  0.1160
Cl: 1.0149 -0.9832 -1.6313  0.3586
Cl: -0.5745 2.4703 2.1918  0.1408
H: 1.9171 3.1313 -3.0303  0.0701
H: 1.4905 4.1288 -1.6030  0.0561
H: 0.8179 4.5272 -3.2115  0.0615
H: -0.2587 4.5510 -0.0451  0.0613
H: -1.9956 4.2266 0.2026  0.0356
H: -1.4512 5.1594 -1.2061  0.0377
H: -3.4599 2.4419 0.1165  0.0598
H: -3.9594 1.1502 -0.9882  0.0478
H: -4.0579 2.8403 -1.4998  0.0301
H: -3.4672 0.0118 -2.7833  0.0637
H: -2.1206 -0.5054 -3.8073  0.0652
H: -3.0191 0.9852 -4.1969  0.0608
H: 1.3009 1.2484 -4.2146  0.0752
H: 0.0143 2.0505 -5.1353  0.0769
H: -0.1761 0.3424 -4.6705  0.0716
O: -1.6761 -2.6800 -1.8313  -0.3181
H: -2.3038 -3.3220 -2.2371  0.0278
C: 3.9191 -0.0891 2.2597  -0.2405
Si: 2.1575 0.3693 2.8577  0.3462
C: 1.5316 -0.8949 4.1081  -0.2463
C: 2.3288 2.1036 3.5717  -0.3012
Si: 0.3303 0.7879 1.2959  -0.3327
Si: 1.8063 -2.8517 -0.8822  0.2002
C: 2.0663 -2.9321 0.9675  -0.2071
C: 0.3833 -4.0020 -1.2362  -0.3086
C: 3.5256 -2.5697 -1.6024  -0.2684
Si: -1.5289 -1.1120 1.5813  0.3923
C: -1.0256 -2.7785 2.3986  -0.2474
C: -2.3875 -0.2273 3.0307  -0.2976
C: -2.8649 -1.7185 0.3469  -0.2520
H: 4.4714 -0.5536 3.1026  0.0254
H: 4.4788 0.8214 1.9677  0.0215
H: 3.9614 -0.7954 1.4147  -0.0023
H: 2.0289 -0.6597 5.0612  0.0142
H: 0.4456 -0.8325 4.2625  0.0086
H: 1.7956 -1.9253 3.8266  0.0167
H: 2.4229 2.8885 2.8074  0.0041
H: 1.4836 2.3548 4.2234  0.0030
H: 3.2449 2.1156 4.1784  0.0139
H: 1.0958 -3.0861 1.4485  -0.0183
H: 2.7252 -3.7701 1.2660  0.0457
H: 2.5006 -1.9927 1.3412  -0.0231
H: -0.7636 -3.2985 -1.5073  -0.0791
H: 0.3987 -4.5426 -2.1986  -0.0199
H: 0.1741 -4.7077 -0.4047  -0.0159
H: 3.5667 -2.5681 -2.7032  0.0134
H: 3.8502 -1.5606 -1.2762  0.0162
H: 4.3148 -3.2497 -1.2430  0.0150
H: -0.2051 -2.7215 3.1260  -0.0087
H: -1.9044 -3.1506 2.9531  0.0176
H: -0.7832 -3.5466 1.6501  0.0074
H: -3.0203 0.5899 2.6630  0.0043
H: -3.0300 -0.9923 3.4946  0.0109
H: -1.7076 0.1722 3.7963  -0.0040
H: -3.4985 -0.8637 0.0541  -0.0029
H: -2.4198 -2.1817 -0.5846  -0.0423
H: -3.5114 -2.4366 0.8763  0.0231

The multiplicity is 5. The molecular weight comes out at 612.7 u. For the total energy, the calculation gives -3491.37828 a.u. Its frontier orbital gap (alpha / beta) is 1.79 / 5.48 eV. Its total charge is -2. Its expectation value of S² is 6.02.

What did the third record say?
Entry from the OMol25 dataset: a molecular structure, C3H5NO2 (ωB97M-V/def2-TZVPD).

Last column: natural (NBO) charge in e.
Atoms and positions in Å:
N: -2.4191 -0.0029 0.1937  -0.7108
C: -1.1746 0.1070 0.0814  0.7739
O: -0.3851 0.4874 1.1423  -0.4793
C: 0.9190 0.1450 0.7988  -0.1383
C: 0.9433 0.2909 -0.6944  -0.1165
O: -0.4037 -0.1134 -1.0153  -0.5011
H: -2.8423 -0.2690 -0.6920  0.3588
H: 1.0407 -1.1861 0.9215  0.1284
H: 1.5838 -0.3567 1.5051  0.2823
H: 1.0883 1.2998 -1.1029  0.1948
H: 1.6496 -0.4021 -1.1382  0.2077

The molecular weight comes out at 87.1 u. For the total energy, the calculation gives -322.43149 a.u. Its frontier orbital gap is 10.39 eV. As for the energy relative to the best compared isomer or geometry (same formula, charge and spin): 89.64 kcal per mole.

Question: The highest total energy belongs to which entry?
Answer: C3H5NO2

Question: total energy of number 3 (C3H5NO2)?
Answer: -322.43149 a.u.